Below is a single C18H22N4O4S molecule in a non-equilibrium geometry, with properties calculated with ωB97M-V/def2-TZVPD.

```
49
Properties=species:S:1:pos:R:3:nbo_charge:R:1
N -0.07611 0.80773 -0.65188 -0.274
C 3.95989 -1.56827 -0.17006 0.662
C 4.16242 1.80010 1.04391 0.791
H -1.94856 2.26591 -1.84847 0.233
C 0.49210 -1.25298 -0.57594 0.182
H 3.47155 -3.01378 -1.67929 0.258
H 3.96000 0.16089 2.38833 0.221
C 3.01019 -2.13750 -1.22455 -0.605
C -4.78576 0.73678 0.28258 0.314
C -6.99582 0.66517 1.16513 -0.253
H -2.69858 -2.11683 -0.89002 0.234
C 4.27260 0.31239 1.34772 -0.330
H -0.93140 -3.07616 1.44401 0.211
H -1.25884 -3.15100 -1.11272 0.234
H -3.34860 -0.69646 0.90947 0.230
C -2.50657 0.69301 -0.51080 0.001
O 5.03501 -2.07959 0.06061 -0.624
H -7.53912 0.02289 1.85625 0.203
C -1.86544 -2.94564 0.91454 -0.197
C -2.74877 1.84398 -1.26288 -0.229
N 3.48105 -0.47484 0.44031 -0.638
C -1.72569 -2.38947 -0.47417 -0.265
H 1.84344 3.71400 0.94363 0.214
C -4.00181 2.41846 -1.24130 -0.178
H 4.04905 4.02929 -0.09616 0.200
N 0.96472 -0.03408 -0.66037 -0.359
C 3.33821 3.33569 -0.55678 -0.074
C -3.01774 -3.27534 1.46500 -0.370
H 5.31812 -0.00592 1.26381 0.257
S 1.41596 -2.72413 -0.56735 0.277
O -5.70277 0.11604 1.07313 -0.493
C -3.51866 0.15370 0.26907 -0.271
H -6.97172 1.68469 1.56219 0.179
C -5.02674 1.87166 -0.48382 -0.302
C -1.17728 0.10943 -0.54760 0.305
H -5.99690 2.34216 -0.49179 0.222
H -7.50357 0.66312 0.19525 0.177
H -4.19487 3.30718 -1.82303 0.218
H 1.23509 2.88049 -0.49250 0.241
H -3.07210 -3.68830 2.45704 0.210
H 1.61228 4.61447 -0.56022 0.211
H 3.44591 3.35525 -1.64304 0.188
O 3.67132 2.00002 -0.17396 -0.507
H 2.78788 -1.38537 -1.98082 0.255
O 4.47698 2.66548 1.81705 -0.599
H 2.61273 -0.05908 0.08985 0.446
N -0.86925 -1.23052 -0.50421 -0.355
H -3.95462 -3.15620 0.94487 0.197
C 1.91012 3.65817 -0.14032 -0.646
```

electronic energy: -1617.2808 hartree
structure (SMILES): C=CCn1c(SCC(=O)NCC(=O)OCC)nnc1-c1cccc(OC)c1
energy relative to the best compared isomer or geometry (same formula, charge and spin): 52.7 kcal per mole
frontier orbital gap: 9.1233 eV
HOMO level: -8.6 eV

Below is a single C18H22N6O molecule in a non-equilibrium geometry, with properties calculated with ωB97M-V/def2-TZVPD.

```
47
Properties=species:S:1:pos:R:3:nbo_charge:R:1
H -0.56440 0.72997 5.67764 0.196
H -1.70360 0.73039 3.23603 0.220
C -4.46966 1.20574 -2.22713 -0.666
C 0.03302 0.85550 -3.70881 -0.413
H 1.79212 -1.42199 -1.79546 0.221
H -2.53578 -0.01871 4.58142 0.218
H -5.42451 0.87200 -2.73061 0.236
C 4.30843 0.96492 -0.12889 -0.212
H 0.83453 0.77145 -4.44706 0.202
H 0.34726 0.34654 4.22766 0.149
H 5.54611 2.11409 -3.14198 0.215
C -1.45731 -1.58726 3.32352 -0.068
C -0.46656 0.03649 4.84462 -0.083
C 5.22776 1.58961 -1.07495 -0.205
H 0.41954 -2.60774 3.92796 0.182
H -0.84157 0.48829 -4.36006 0.206
C -2.58076 -0.55925 0.35387 0.217
C -0.62626 -0.00563 -1.49968 0.433
N -3.74603 -0.58682 0.92638 -0.285
N -1.75043 0.49659 -1.72135 -0.337
C 3.82135 0.86364 -2.94195 -0.200
H 4.51075 1.00192 0.93643 0.223
H 2.43079 -0.14339 0.01261 0.207
N -4.69472 -0.04909 0.06853 -0.282
N -0.88785 -1.66934 2.00568 -0.590
C 4.92630 1.57204 -2.42830 -0.218
H 3.73582 0.96219 -4.02127 0.211
H 1.78246 -0.91811 -3.56089 0.213
C -0.40567 -0.83711 -0.20553 -0.360
H -1.13085 -3.06476 4.81005 0.207
H -2.42167 -2.01232 3.25833 0.217
N 0.36052 0.09392 -2.48358 -0.428
H 6.21810 1.95397 -0.72943 0.219
C -4.01490 0.40744 -0.95619 0.342
C 1.70051 -0.60144 -2.53262 -0.213
H 0.42420 -1.49423 -0.00302 0.199
H 0.06870 -1.97395 1.97585 0.387
C 3.17756 0.31885 -0.70105 -0.198
C 2.88387 0.26078 -2.10991 -0.055
C -0.52686 -2.24459 4.33445 -0.094
H -3.67805 1.26225 -3.01412 0.245
O -0.13089 -1.21062 5.37101 -0.529
N -2.70775 0.11975 -0.84582 -0.176
C -1.64408 -0.11267 4.01369 -0.426
H -4.71025 2.21394 -1.93029 0.230
C -1.32543 -0.99942 0.82475 0.229
H -0.10384 1.88617 -3.41050 0.213
```

electronic energy: -1102.7424 hartree
structure (SMILES): Cc1nnc2c(N[C@@H]3CCOC3)cc(N(C)Cc3ccccc3)nn12
energy relative to the best compared isomer or geometry (same formula, charge and spin): 131.7 kcal per mole
frontier orbital gap: 8.6957 eV
HOMO level: -8.2 eV

Below is a molecular structure, C18H22N7O4Tc in a non-equilibrium geometry, with properties calculated with ωB97M-V/def2-TZVPD.

```
52
Properties=species:S:1:pos:R:3:nbo_charge:R:1
N 1.28199 -3.83192 -1.52161 -0.449
H 5.12884 -0.83822 0.93295 0.280
C -2.31047 1.97374 0.04777 -0.104
C 4.10139 -0.92264 0.62186 -0.008
H -1.77264 0.54805 2.70427 0.202
O -2.41022 -1.54876 0.41810 -0.560
H -3.87786 0.68621 -1.51534 0.238
C 0.01769 -4.04648 -2.01563 -0.014
C 0.09763 1.56318 2.30137 -0.093
H 3.04583 0.93441 1.13666 0.251
C -3.57772 -0.88282 -0.04608 -0.099
H -0.56322 3.08676 -0.55472 0.229
C 0.78470 1.01603 -3.02785 0.442
H 2.05113 -4.48186 -1.60937 0.462
H -2.84379 -3.00251 1.85207 0.237
N 0.48265 0.60869 -1.99101 -0.273
H -1.14572 3.48543 1.07203 0.247
H 4.16906 -2.86620 -0.22269 0.463
H -4.32608 -1.58818 -0.41561 0.234
H -0.24730 -4.95058 -2.53705 0.279
C 0.16658 1.51887 -5.29961 0.188
C -2.42844 -1.99544 1.76584 -0.101
C -0.71160 -2.94243 -1.69796 -0.053
N 1.94586 -0.65266 0.16421 -0.432
O -0.35015 -0.72725 1.86624 -0.522
N -0.68054 1.52395 -6.08524 -0.038
H -0.22837 2.47282 2.80319 0.250
H -2.84604 1.69139 0.95647 0.198
C 2.32254 -1.85399 -0.27430 0.334
H -1.74816 -2.74382 -1.89608 0.251
H -3.03761 -1.32853 2.38323 0.196
Tc -0.03631 -0.12749 -0.15244 1.159
O -1.96086 0.78762 -0.70543 -0.532
N 0.09510 -2.06366 -1.01299 -0.432
O -0.05212 1.71268 0.85990 -0.498
N 3.61685 -2.04669 -0.00892 -0.448
C 2.46146 1.96709 -4.47612 0.186
N 3.55259 2.31559 -4.62749 -0.035
C 1.14473 1.51172 -4.29043 -0.124
C -1.01383 2.68224 0.34931 -0.092
C -0.69764 0.36701 2.75623 -0.103
C 3.05729 -0.05957 0.72489 -0.064
H -4.03197 -0.30304 0.76353 0.194
H -0.40916 -2.75232 1.66525 0.216
H -2.72812 -0.56749 -2.01058 0.213
C -3.09862 0.00991 -1.16531 -0.079
C 1.29722 -2.63397 -0.92700 0.317
C -0.98269 -2.00092 2.20317 -0.079
H -2.95648 2.60767 -0.56132 0.247
H -0.87485 -2.16552 3.27450 0.241
H 1.16104 1.42046 2.48060 0.227
H -0.42844 0.09256 3.77704 0.251
```

electronic energy: -1463.0578 hartree
charge: +3
multiplicity: 2
⟨S²⟩: 0.796
frontier orbital gap (alpha / beta): 4.4626 / 4.6263 eV
HOMO level (alpha / beta): -17.7 / -17.7 eV

Below is a gas-phase ion, C18H22NO3 (charge +1) in a non-equilibrium geometry, with properties calculated with ωB97M-V/def2-TZVPD.

```
44
Properties=species:S:1:pos:R:3:nbo_charge:R:1
C -4.69276 -0.10649 -0.25795 -0.305
H -0.50390 1.63808 -0.71570 0.236
H -0.89969 0.33048 -1.84645 0.240
C 4.20712 0.47014 -0.50255 0.234
C 5.53795 -1.30037 -0.61990 0.230
H 0.53227 -0.52073 -0.17199 0.453
H -4.30735 -2.40752 1.34409 0.218
H 1.94230 2.85194 0.07505 0.220
H -4.36436 -2.58891 -1.20185 0.192
H 6.48525 -1.34368 -0.06156 0.173
H 5.57541 -2.00743 -1.46084 0.174
H 2.17921 -1.11662 1.71344 0.229
C 3.68213 -0.53422 0.32136 0.328
C 2.53600 -0.34360 1.05242 -0.349
H 4.00190 2.46963 -1.23436 0.244
H -1.05545 -1.15239 -0.04035 0.468
C 0.64438 1.17005 1.74548 -0.442
C 3.59414 1.69428 -0.60974 -0.239
H -4.29086 -4.07684 0.77202 0.238
N -0.44418 -0.31989 0.09315 -0.534
C -3.05010 2.12240 -0.34800 -0.165
C 2.42986 1.89082 0.13207 -0.214
O 4.46417 -1.64210 0.23942 -0.478
H -2.79952 -3.32769 1.33954 0.210
C -2.50212 0.86318 -0.53455 -0.155
H 0.87701 1.19890 2.81143 0.250
H -2.80068 -3.41726 -1.13296 0.205
H -0.18028 -0.80028 2.11172 0.223
C -3.72753 -3.14940 0.80034 -0.642
H -1.40310 0.44504 1.80217 0.242
H -4.82233 3.26272 0.01486 0.233
C 1.90468 0.90846 0.95592 -0.064
C -4.40676 2.27839 -0.12419 -0.221
O -2.69790 -1.47672 -0.66795 -0.564
H -2.40788 2.98874 -0.39212 0.220
H 0.24727 2.14938 1.47990 0.223
C -3.33373 -0.26779 -0.48419 0.376
C -3.44258 -2.69307 -0.62438 -0.067
C -1.03482 0.69290 -0.82344 -0.240
O 5.33100 0.01026 -1.10789 -0.458
H -6.28086 1.27035 0.08484 0.233
C -0.41323 0.08487 1.51830 -0.228
H -5.35362 -0.95636 -0.22133 0.231
C -5.22147 1.16214 -0.08444 -0.159
```

electronic energy: -979.3425 hartree
charge: +1
structure (SMILES): CCOc1ccccc1C[NH2+]CCc1ccc2c(c1)OCO2
energy relative to the best compared isomer or geometry (same formula, charge and spin): 0.5 kcal per mole
frontier orbital gap: 8.6322 eV
HOMO level: -11.0 eV

Copy entry 1 word for word.
Below is a single C18H22N4O4S molecule in a non-equilibrium geometry, with properties calculated with ωB97M-V/def2-TZVPD.

```
49
Properties=species:S:1:pos:R:3:nbo_charge:R:1
N -0.07611 0.80773 -0.65188 -0.274
C 3.95989 -1.56827 -0.17006 0.662
C 4.16242 1.80010 1.04391 0.791
H -1.94856 2.26591 -1.84847 0.233
C 0.49210 -1.25298 -0.57594 0.182
H 3.47155 -3.01378 -1.67929 0.258
H 3.96000 0.16089 2.38833 0.221
C 3.01019 -2.13750 -1.22455 -0.605
C -4.78576 0.73678 0.28258 0.314
C -6.99582 0.66517 1.16513 -0.253
H -2.69858 -2.11683 -0.89002 0.234
C 4.27260 0.31239 1.34772 -0.330
H -0.93140 -3.07616 1.44401 0.211
H -1.25884 -3.15100 -1.11272 0.234
H -3.34860 -0.69646 0.90947 0.230
C -2.50657 0.69301 -0.51080 0.001
O 5.03501 -2.07959 0.06061 -0.624
H -7.53912 0.02289 1.85625 0.203
C -1.86544 -2.94564 0.91454 -0.197
C -2.74877 1.84398 -1.26288 -0.229
N 3.48105 -0.47484 0.44031 -0.638
C -1.72569 -2.38947 -0.47417 -0.265
H 1.84344 3.71400 0.94363 0.214
C -4.00181 2.41846 -1.24130 -0.178
H 4.04905 4.02929 -0.09616 0.200
N 0.96472 -0.03408 -0.66037 -0.359
C 3.33821 3.33569 -0.55678 -0.074
C -3.01774 -3.27534 1.46500 -0.370
H 5.31812 -0.00592 1.26381 0.257
S 1.41596 -2.72413 -0.56735 0.277
O -5.70277 0.11604 1.07313 -0.493
C -3.51866 0.15370 0.26907 -0.271
H -6.97172 1.68469 1.56219 0.179
C -5.02674 1.87166 -0.48382 -0.302
C -1.17728 0.10943 -0.54760 0.305
H -5.99690 2.34216 -0.49179 0.222
H -7.50357 0.66312 0.19525 0.177
H -4.19487 3.30718 -1.82303 0.218
H 1.23509 2.88049 -0.49250 0.241
H -3.07210 -3.68830 2.45704 0.210
H 1.61228 4.61447 -0.56022 0.211
H 3.44591 3.35525 -1.64304 0.188
O 3.67132 2.00002 -0.17396 -0.507
H 2.78788 -1.38537 -1.98082 0.255
O 4.47698 2.66548 1.81705 -0.599
H 2.61273 -0.05908 0.08985 0.446
N -0.86925 -1.23052 -0.50421 -0.355
H -3.95462 -3.15620 0.94487 0.197
C 1.91012 3.65817 -0.14032 -0.646
```

electronic energy: -1617.2808 hartree
structure (SMILES): C=CCn1c(SCC(=O)NCC(=O)OCC)nnc1-c1cccc(OC)c1
energy relative to the best compared isomer or geometry (same formula, charge and spin): 52.7 kcal per mole
frontier orbital gap: 9.1233 eV
HOMO level: -8.6 eV